DFT (ωB97M-V/def2-TZVPD) results for a cluster of 3 separate species, C27H65IN7O7P3 in total at a distorted geometry.

The geometry in XYZ format:
```
110
Properties=species:S:1:pos:R:3:forces:R:3
C 1.35240 -2.99090 1.45990 0.32 0.26 -0.29
O 0.45872 -2.30914 2.31125 -0.19 -0.04 -0.11
C -0.85738 -2.84147 2.29663 -0.12 -0.24 0.18
C -1.63533 -2.66874 0.98244 -0.26 0.03 0.36
C -2.73310 -1.58429 1.01291 0.48 -0.02 -0.52
C -2.36972 -0.26051 1.70459 -0.48 -0.14 -0.56
C -0.96314 0.27436 1.39865 -0.15 0.28 0.68
C -0.94684 1.75582 1.02904 0.43 0.36 0.34
C 0.46221 2.37549 1.15013 -0.06 0.01 -0.54
C 1.24413 2.48062 -0.16611 0.11 -0.42 0.47
C 1.32916 1.17936 -0.98078 0.17 0.44 -0.33
C 0.18577 0.99973 -1.98184 -0.10 -0.24 -0.42
C 0.50011 0.07543 -3.17682 -0.27 0.38 0.13
C 0.14286 -1.37654 -2.90491 1.67 -0.27 -0.82
N 1.06006 -1.98272 -1.93187 -1.06 0.33 0.89
O -1.22659 -1.52133 -2.53685 -0.10 -0.35 0.50
C -1.90713 -2.15084 -3.54175 0.15 0.59 0.21
O -2.97235 -2.64703 -3.41457 -0.07 0.24 -0.27
O -1.13872 -2.10382 -4.67268 -0.19 -0.55 -0.30
C 0.15963 -2.32473 -4.11176 0.37 -0.58 0.71
P 1.56726 -2.37455 -5.32992 -0.31 1.28 -1.33
O 1.07622 -3.64730 -6.22421 -0.02 -0.06 0.73
I 3.49398 -3.20265 -4.06395 -0.20 -0.19 0.23
H 2.11522 -3.54000 2.01772 -0.13 -0.06 0.19
H 0.86317 -3.67560 0.76597 -0.13 -0.06 0.08
H 1.87482 -2.24793 0.85034 0.08 0.00 0.01
H -1.39352 -2.34628 3.10769 0.08 0.12 0.03
H -0.82051 -3.89978 2.57883 0.10 -0.06 -0.08
H -2.12356 -3.62252 0.77569 0.00 0.00 -0.20
H -0.96530 -2.48829 0.14298 0.16 -0.03 0.06
H -3.64257 -2.03095 1.41597 -0.07 0.23 0.22
H -2.95813 -1.34058 -0.02915 -0.09 -0.13 -0.05
H -2.57458 -0.33429 2.77334 0.30 0.09 0.11
H -3.07606 0.48368 1.32566 -0.16 -0.03 0.12
H -0.44433 -0.32468 0.65157 -0.09 -0.03 -0.13
H -0.36867 0.18561 2.30877 0.17 -0.18 -0.07
H -1.35544 1.93571 0.03369 -0.07 -0.02 -0.03
H -1.57784 2.31889 1.72106 -0.24 -0.25 0.05
H 1.06371 1.78553 1.84551 -0.07 -0.07 0.09
H 0.38388 3.37288 1.58660 0.04 0.05 -0.01
H 0.83764 3.27398 -0.79689 -0.03 0.02 -0.04
H 2.26713 2.76143 0.09593 0.00 0.19 -0.06
H 2.25108 1.25353 -1.56792 0.02 -0.11 -0.06
H 1.46961 0.31908 -0.32419 -0.10 -0.01 0.11
H -0.73844 0.63844 -1.52975 0.00 0.11 0.20
H -0.03949 1.97841 -2.40880 -0.04 0.07 0.06
H -0.01071 0.44744 -4.06717 -0.08 -0.08 -0.03
H 1.57221 0.15215 -3.37677 0.03 -0.20 -0.23
H 1.96877 -1.54552 -2.04108 0.06 -0.07 -0.14
H 0.75371 -1.66346 -1.01415 0.00 -0.21 0.10
H 0.11585 -3.32196 -3.64581 0.20 -0.06 -0.02
H 0.67466 -4.32306 -5.65768 -0.05 -0.23 -0.31
O 0.09435 2.84269 -5.67218 2.73 -0.51 -1.05
P 0.28479 4.18642 -6.29960 -4.23 2.42 1.19
N 0.33226 5.20953 -4.92709 0.25 -0.27 -0.07
C -0.52398 6.30871 -4.55131 0.15 0.49 -0.19
C 1.30353 4.84884 -3.90506 0.03 -0.44 0.02
N -1.15335 4.25317 -7.25253 -0.13 -0.57 0.03
C -2.16270 5.27922 -7.09956 0.22 0.38 -0.31
C -1.78419 2.96624 -7.53667 -0.03 -0.16 0.20
N 1.08484 5.24860 -7.33039 0.93 -1.10 -0.18
C 1.88468 6.39104 -6.91919 0.36 -0.03 0.20
C 0.98929 5.10401 -8.78124 0.12 -0.17 -0.12
H 0.07334 7.17285 -4.23033 0.01 -0.08 0.08
H -1.19039 6.03684 -3.72416 -0.02 -0.01 -0.03
H -1.13395 6.67690 -5.36899 0.02 -0.16 -0.04
H 2.33422 5.04710 -4.23144 0.00 0.00 0.09
H 1.23770 3.78926 -3.64305 0.01 0.01 -0.05
H 1.13736 5.42023 -2.99245 -0.10 0.09 -0.06
H -2.67139 5.22902 -6.12840 -0.03 0.09 -0.03
H -2.92094 5.16509 -7.87716 0.02 -0.12 -0.01
H -1.74228 6.27693 -7.25068 0.04 -0.01 0.15
H -2.39738 2.60726 -6.70133 0.00 -0.06 -0.03
H -1.03974 2.20598 -7.75597 0.02 0.00 0.09
H -2.42087 3.06022 -8.42021 -0.01 0.16 0.03
H 1.26616 7.29161 -6.86619 0.00 0.00 0.05
H 2.68703 6.57816 -7.63577 -0.08 -0.08 -0.10
H 2.37113 6.23768 -5.96068 -0.16 0.02 0.07
H 0.26128 5.80923 -9.19066 -0.02 -0.01 0.00
H 0.68849 4.10041 -9.06436 -0.13 0.00 0.04
H 1.95571 5.28917 -9.25633 0.03 0.05 0.12
O 0.81576 -5.35896 6.16207 1.60 -1.43 2.09
P 0.68319 -4.37535 7.28114 -2.82 3.44 -2.01
N -0.98838 -4.46933 7.63565 0.21 -0.21 0.03
C -2.00731 -3.44976 7.58682 -0.06 0.29 0.45
C -1.50325 -5.80298 7.90625 0.22 -0.30 -0.26
N 1.23036 -2.95489 6.46928 0.24 -0.17 -0.40
C 0.41646 -1.76843 6.30817 0.09 0.23 0.48
C 2.03105 -3.17799 5.26804 -0.08 -0.29 -0.22
N 1.13308 -3.75255 8.78137 0.86 -1.16 0.07
C 0.32707 -3.78306 9.99057 -0.09 -0.35 0.20
C 2.41318 -3.07239 8.96005 0.20 -0.13 0.02
H -2.62295 -3.47243 8.49650 -0.03 -0.09 -0.06
H -2.67504 -3.58674 6.72772 0.03 0.02 -0.02
H -1.60474 -2.44295 7.54443 0.12 -0.09 -0.08
H -1.15907 -6.18449 8.87819 -0.08 -0.04 -0.03
H -1.19143 -6.51684 7.14056 0.04 0.03 0.02
H -2.59232 -5.80182 7.92578 -0.01 0.15 -0.01
H -0.45628 -1.93975 5.66477 -0.02 0.09 0.03
H 1.01216 -0.97506 5.85162 0.06 -0.08 -0.07
H 0.09654 -1.37093 7.27554 -0.12 -0.11 -0.02
H 1.40562 -3.39694 4.39735 0.10 0.00 -0.07
H 2.72521 -4.00297 5.40750 -0.09 -0.07 0.02
H 2.63102 -2.29061 5.04752 -0.15 0.13 0.11
H -0.28065 -2.87677 10.06880 -0.04 -0.02 -0.01
H 0.96282 -3.83644 10.87702 0.11 0.05 -0.09
H -0.32323 -4.65131 10.03771 -0.09 0.08 -0.12
H 2.27853 -1.98749 8.94322 0.00 0.01 -0.02
H 3.12033 -3.34003 8.18151 -0.06 0.06 -0.10
H 2.87278 -3.34925 9.91233 -0.12 -0.04 0.03
```
Positions in Å, forces in eV/Å.

## Properties
E_LUMO   0.07 eV
Total energy   -89783.0637 eV
HOMO energy   -8.23 eV
Total charge   0
Max |F|   5.02 eV/Å

=====

DFT (ωB97M-V/def2-TZVPD) results for a structure of composition C27H66AlF2N7O21P2S2 at a distorted geometry.

The geometry in XYZ format:
```
128
Properties=species:S:1:pos:R:3:forces:R:3
Al -0.83388 3.38021 -1.63776 -0.12 -0.42 0.61
N -0.46826 1.19506 0.07459 2.70 -2.21 -0.62
S -1.07464 0.43340 1.25504 -6.64 0.69 5.97
O -0.36090 0.54693 2.52866 -1.02 -0.49 -1.78
O -1.72473 -0.84688 0.97688 1.04 1.64 0.27
F -2.37786 1.49110 1.47268 1.67 -1.45 -0.28
S 0.77670 0.02843 0.01057 5.26 0.49 -3.64
O 0.51736 -1.22923 -0.67307 -0.59 0.42 2.10
O 1.86750 0.11768 1.01937 -3.06 -0.48 -1.96
F 1.39296 0.73179 -1.25986 0.59 0.89 -0.14
O 3.79788 -4.90751 5.13032 -1.36 -0.02 0.14
P 3.11933 -3.75031 4.53440 2.11 0.73 -0.46
N 4.21598 -2.84553 3.64462 -0.65 0.72 0.40
C 4.60781 -3.24589 2.29985 1.00 0.53 -0.50
C 5.15636 -1.89435 4.30904 -0.32 -0.50 0.00
N 2.43136 -2.69492 5.68823 -0.15 0.72 -1.53
C 1.85576 -3.18377 6.90407 0.54 -0.86 0.74
C 1.91098 -1.33175 5.38660 1.28 -0.77 0.44
N 1.82646 -4.11222 3.42318 0.58 1.76 -0.21
C 1.26322 -3.07281 2.53680 0.72 -0.59 0.60
C 1.00115 -5.21671 3.82619 0.66 -0.22 -0.75
H 4.67669 -4.31665 2.10787 -0.49 0.04 0.16
H 5.62296 -2.87837 2.14981 0.24 -0.19 0.20
H 4.10861 -2.67696 1.51550 -0.61 -0.35 -0.04
H 5.31454 -0.97804 3.74029 -0.85 0.22 -0.13
H 6.18586 -2.25072 4.34390 -0.15 -0.78 0.30
H 4.77926 -1.67981 5.30897 0.28 0.13 -0.08
H 1.76110 -2.40454 7.66034 0.06 0.18 -0.24
H 0.84612 -3.53685 6.69412 -0.26 -0.40 0.21
H 2.50744 -3.94460 7.33365 -0.36 -0.37 -0.16
H 0.92863 -1.39972 4.91920 -0.21 0.31 0.02
H 1.88729 -0.92144 6.39614 -0.56 0.59 -0.39
H 2.62141 -0.73991 4.80944 -0.24 -0.22 -0.31
H 0.72126 -2.40212 3.20355 -0.43 0.47 -0.12
H 2.06775 -2.50368 2.07106 -0.17 0.05 0.00
H 0.56593 -3.48660 1.80833 0.14 -0.11 0.10
H 1.69201 -6.05625 3.74877 -0.34 -0.48 0.77
H 0.19792 -5.39783 3.11198 -0.17 0.37 0.32
H 0.67933 -4.97975 4.84028 -0.45 -0.74 0.27
O -1.34338 1.34486 -3.83309 0.65 -1.88 -0.99
P -1.27662 0.30646 -4.91982 -2.22 1.23 -1.16
N 0.29412 -0.11428 -5.43972 -2.33 0.76 -2.22
C 0.57714 -0.62876 -6.79253 0.34 0.64 0.32
C 1.24027 -0.43609 -4.49061 1.09 -0.19 2.41
N -2.27287 0.66693 -6.32285 2.51 -0.68 1.33
C -1.97667 1.90750 -7.07789 0.15 0.18 0.30
C -3.73968 0.54804 -6.21243 1.00 -0.45 -0.31
N -1.89110 -1.24530 -4.47664 -0.84 0.45 0.43
C -1.95846 -1.62362 -3.07661 0.17 0.12 -0.02
C -2.07061 -2.39410 -5.39536 1.23 1.76 -0.45
H 1.61408 -0.96440 -6.80644 -0.14 -0.30 0.16
H 0.57998 0.20885 -7.49004 -0.57 -0.19 -0.27
H -0.08700 -1.44665 -7.07192 -0.01 0.18 -0.25
H 2.25522 -0.27085 -4.85209 -0.01 0.13 0.02
H 1.15335 -1.48060 -4.19137 0.23 -0.58 0.03
H 1.06508 0.11716 -3.56793 0.23 0.19 0.02
H -0.92155 2.16949 -7.15643 0.10 -0.31 0.32
H -2.33938 1.86355 -8.10483 -0.15 -0.44 0.03
H -2.49073 2.74612 -6.60827 0.05 0.17 0.09
H -4.10016 1.42210 -5.67005 -0.55 -0.15 -0.21
H -3.99931 0.47835 -7.26876 -0.82 0.42 0.18
H -4.05622 -0.39389 -5.76447 0.11 0.16 0.28
H -2.32742 -0.80291 -2.46146 -0.28 -0.07 -0.05
H -2.50283 -2.56472 -2.99844 -0.44 0.31 0.12
H -1.00108 -1.87095 -2.61797 0.71 0.09 -0.11
H -2.83987 -3.09223 -5.06527 0.46 0.00 0.18
H -1.02868 -2.71041 -5.44462 -0.10 -1.52 -0.02
H -2.25385 -2.06891 -6.41946 -0.44 0.26 0.14
C 5.14355 -0.06093 0.75966 0.14 -0.76 0.23
O 4.33699 -0.47463 -0.41278 0.68 0.71 1.50
C 4.73348 -1.48082 -1.20219 1.70 0.02 -0.27
O 5.79302 -2.10684 -1.10450 -2.76 0.99 -0.43
O 3.76765 -1.54301 -2.17305 1.23 -0.07 0.66
C 4.02150 -2.41042 -3.28815 -0.09 -0.22 0.15
H 5.29274 1.00763 0.91474 -0.44 0.16 -1.24
H 6.13801 -0.50616 0.78989 -0.15 -0.26 -0.51
H 4.64572 -0.32756 1.69196 -0.48 -0.51 -0.33
H 3.56127 -1.97454 -4.17488 -0.02 0.15 0.23
H 3.51618 -3.35089 -3.06841 0.34 -0.18 -0.20
H 5.08757 -2.52539 -3.48397 -0.09 -0.17 0.25
C -4.57786 -0.40875 -0.45643 -0.41 -0.06 0.70
O -5.13190 0.44160 -1.51958 0.34 -1.35 1.08
C -4.38673 1.43626 -1.94759 1.17 1.02 0.27
O -3.40508 1.91152 -1.32452 -2.62 -1.00 -2.65
O -4.87519 1.84071 -3.18043 2.11 0.66 1.90
C -6.16415 1.49395 -3.62871 -1.54 -0.47 -0.08
H -4.15446 0.15627 0.37400 0.40 0.22 -0.63
H -3.90041 -1.16373 -0.85540 0.25 0.52 -0.21
H -5.36220 -0.98664 0.03239 -0.58 0.29 -0.60
H -6.18388 0.62997 -4.29298 0.51 -0.01 -0.13
H -6.58513 2.34789 -4.15944 0.31 0.04 0.00
H -6.87273 1.22687 -2.84469 0.31 0.24 0.29
C 4.38539 1.81448 -2.38082 -0.77 -1.70 -1.78
O 4.57522 2.43208 -1.17911 0.20 2.22 2.02
C 3.57242 3.15164 -0.62497 0.93 0.13 0.05
O 2.43288 3.16110 -0.99982 0.24 0.15 0.16
O 4.02115 3.85659 0.44212 -0.34 0.27 -0.75
C 5.41670 4.24178 0.51877 0.35 -0.78 0.15
H 5.35386 1.39101 -2.64699 -0.18 -0.25 0.01
H 4.05953 2.41780 -3.22812 0.04 0.71 0.32
H 3.61331 1.05761 -2.24250 0.25 -0.32 -0.30
H 5.99122 3.32160 0.62518 0.23 0.21 0.12
H 5.55688 4.88238 1.38944 -0.41 -0.22 0.00
H 5.81067 4.78053 -0.34299 -0.54 -0.07 -0.24
C -8.07110 0.52135 6.07390 0.73 -0.50 -0.88
O -7.59207 1.36417 4.97107 -1.86 0.99 2.56
C -6.89239 0.80532 4.05363 1.77 -1.47 -0.60
O -6.58989 -0.37300 4.02027 -0.02 0.78 -0.74
O -6.49120 1.79876 3.25074 -0.40 1.19 0.10
C -5.62132 1.64583 2.16928 0.30 -1.40 -0.93
H -8.47226 1.12784 6.88589 -0.10 0.25 -0.62
H -7.22970 -0.05271 6.46199 0.03 0.05 -0.06
H -8.77385 -0.19004 5.64011 -0.20 0.16 0.34
H -5.42154 2.55920 1.60899 -0.31 0.48 0.79
H -6.09480 1.00743 1.42338 0.10 -0.38 0.02
H -4.66458 1.22142 2.47365 -0.05 -0.09 0.04
C 1.58883 3.15793 2.57843 0.17 -0.56 0.36
O 0.44010 3.82670 3.20033 1.09 -0.67 -0.89
C -0.54039 4.32276 2.44940 2.47 -2.70 -5.31
O -0.63001 4.14884 1.18713 0.04 0.60 3.02
O -1.30054 4.95093 3.20331 -3.59 2.86 2.23
C -2.53381 5.60526 2.73066 0.53 -0.13 -0.46
H 1.96574 3.53904 1.62933 -0.47 0.79 0.34
H 1.47451 2.09014 2.39173 -0.99 0.08 0.14
H 2.35486 3.17141 3.35373 0.03 0.57 -0.10
H -2.76787 6.48069 3.33642 0.45 -0.42 0.48
H -3.34670 4.88153 2.79002 0.16 0.06 -0.14
H -2.38362 5.99862 1.72527 0.01 -0.47 -0.09
```
Positions in Å, forces in eV/Å.

## Properties
E_LUMO   -10.97 eV
Total energy   -134755.7857 eV
HOMO energy   -12.42 eV
Total charge   +2
Max |F|   8.96 eV/Å